{"formula": "C2H5N", "method": "the ωB97M-V functional and the def2-TZVPD basis", "e_homo_ev": -9.44, "e_above_lowest_ev": 1.485, "smiles": "C1CN1", "energy_ha": -133.87886, "gap_ev": 10.72, "multiplicity": 1, "max_force_ev_per_a": 6.92, "symbols": ["C", "C", "H", "H", "H", "H", "H", "N"], "coordinates": [[-0.844535, -0.000609, 0.051593], [0.330076, 0.709655, 0.041100], [-1.215100, 0.048798, -1.016280], [-1.454841, -0.216582, 0.893742], [0.877172, 1.014223, 0.991148], [0.735142, 1.251452, -0.846842], [0.895112, -1.219242, 0.619159], [0.464181, -0.733275, -0.171012]], "forces_ev_per_angstrom": [[-1.631, -2.458, -3.111], [6.340, 2.455, 1.263], [-0.951, -0.319, 1.796], [-0.464, 0.095, 0.388], [-1.172, 0.059, -1.131], [-0.910, 0.007, 0.846], [-0.747, 0.487, 0.120], [-0.465, -0.325, -0.171]]}